{"formula": "C32H30N4ReSe2", "method": "the ωB97M-V functional and the def2-TZVPD basis", "elements": ["Re", "Se", "Se", "N", "N", "N", "N", "C", "C", "C", "C", "C", "C", "C", "C", "C", "C", "C", "C", "C", "C", "C", "C", "C", "C", "C", "C", "C", "C", "C", "C", "C", "C", "C", "C", "C", "C", "C", "C", "H", "H", "H", "H", "H", "H", "H", "H", "H", "H", "H", "H", "H", "H", "H", "H", "H", "H", "H", "H", "H", "H", "H", "H", "H", "H", "H", "H", "H", "H"], "coordinates": [[0.594, -0.239, -0.315], [3.008, -1.354, -0.511], [1.919, -4.335, -1.513], [-0.228, -1.978, 0.456], [-0.847, 1.117, -0.724], [0.949, 0.829, 1.468], [-3.065, 8.454, 4.035], [-0.800, 6.207, 2.601], [-2.142, 6.282, 2.965], [-0.305, 5.042, 2.042], [-1.587, 1.183, -1.890], [-2.326, 2.335, -1.951], [1.053, -0.824, -3.162], [0.194, -1.197, -2.110], [-2.990, 5.197, 2.759], [-0.951, -2.662, -3.653], [3.623, -4.528, -2.434], [-2.559, -2.428, 0.994], [-0.845, -2.107, -2.382], [3.405, -2.936, 0.607], [-2.656, 7.492, 3.561], [-3.178, -2.732, -1.682], [-1.153, 3.957, 1.824], [-4.155, -2.920, -0.717], [-0.624, 2.710, 1.217], [0.920, -1.354, -4.433], [1.768, 1.314, 3.536], [-2.498, 4.041, 2.179], [-3.853, -2.759, 0.628], [0.871, 2.318, 3.193], [2.620, -4.193, 0.291], [-1.160, 2.305, -0.012], [0.363, 2.018, 1.920], [-2.056, 3.047, -0.782], [-0.077, -2.298, -4.667], [-1.600, -2.263, 0.012], [4.320, -0.229, 0.390], [1.781, 0.430, 2.470], [-1.868, -2.394, -1.345], [-4.028, 5.265, 3.053], [3.985, -5.547, -2.334], [5.286, -0.487, -0.038], [-2.973, 2.628, -2.761], [-2.300, -2.311, 2.041], [0.407, -2.723, 0.149], [3.437, -4.303, -3.481], [4.087, 0.810, 0.173], [4.353, -3.821, -2.047], [-1.715, -3.399, -3.862], [-1.547, 0.386, -2.611], [-0.153, 7.059, 2.757], [1.757, -4.310, 0.948], [1.585, -1.047, -5.229], [1.847, -0.099, -2.993], [-4.613, -2.892, 1.386], [2.334, 1.222, 4.448], [0.736, 4.984, 1.753], [2.321, -0.499, 2.396], [3.285, -2.629, 1.646], [4.471, -3.059, 0.417], [-3.154, 3.196, 2.020], [4.326, -0.399, 1.461], [3.267, -5.052, 0.470], [-2.447, 4.014, -0.511], [0.580, 3.163, 3.796], [-0.179, -2.746, -5.646], [-3.451, -2.823, -2.725], [-0.212, -1.947, 1.478], [-5.160, -3.182, -1.018]], "forces_ev_per_angstrom": [[-0.59, -0.07, -0.53], [0.00, -0.02, -0.06], [0.04, -0.05, -0.10], [0.23, 0.00, 0.15], [0.16, 0.20, 0.03], [0.21, 0.01, 0.32], [-0.01, 0.03, 0.01], [0.03, 0.01, -0.01], [-0.06, 0.15, 0.07], [0.01, 0.01, 0.02], [0.09, -0.09, 0.21], [-0.04, 0.06, -0.01], [-0.05, -0.14, -0.08], [0.43, 0.35, -0.04], [-0.04, -0.02, 0.00], [-0.04, -0.11, -0.04], [-0.04, 0.08, -0.07], [-0.03, 0.01, 0.05], [-0.13, 0.00, 0.11], [0.03, 0.19, 0.15], [0.08, -0.18, -0.09], [-0.11, -0.01, -0.02], [0.03, -0.05, -0.08], [0.04, 0.01, 0.01], [0.01, 0.08, 0.09], [-0.05, -0.04, 0.06], [-0.01, 0.06, 0.07], [-0.01, 0.03, 0.01], [0.00, 0.00, -0.03], [0.00, 0.02, 0.15], [0.00, -0.17, 0.02], [0.01, -0.16, -0.08], [0.04, -0.11, -0.14], [-0.09, 0.09, -0.02], [0.04, 0.03, 0.00], [0.06, -0.04, 0.22], [-0.02, 0.13, -0.07], [-0.24, 0.02, -0.21], [0.07, 0.03, -0.18], [0.00, 0.00, 0.00], [-0.03, -0.01, 0.03], [0.00, 0.01, 0.00], [-0.01, 0.00, 0.01], [-0.01, -0.02, -0.01], [-0.16, -0.09, -0.01], [0.01, -0.03, -0.01], [0.02, 0.01, 0.01], [-0.03, 0.03, -0.01], [0.01, 0.01, 0.01], [0.05, -0.02, -0.01], [0.00, 0.00, 0.00], [0.03, 0.02, 0.05], [0.00, 0.00, -0.01], [0.00, -0.01, 0.01], [0.00, -0.01, 0.00], [-0.02, 0.00, 0.00], [0.00, 0.00, 0.00], [0.08, -0.03, -0.04], [0.05, -0.03, 0.01], [0.00, -0.04, 0.00], [0.00, 0.00, 0.00], [-0.03, 0.00, 0.04], [-0.07, -0.04, 0.07], [0.02, -0.01, -0.01], [0.02, -0.01, 0.00], [0.00, 0.00, 0.00], [0.02, 0.01, 0.00], [-0.01, -0.09, -0.06], [0.00, 0.01, 0.00]], "lowdin_charge": [1.528, 0.956, 0.952, -0.012, -0.119, -0.145, 0.195, 0.008, -0.201, -0.009, -0.081, -0.008, -0.160, -0.381, 0.007, -0.018, -0.353, -0.013, -0.230, -0.464, -0.159, 0.006, -0.199, -0.029, -0.021, -0.048, -0.021, -0.011, -0.038, 0.038, -0.557, -0.220, -0.243, 0.046, -0.028, -0.223, -0.323, -0.155, -0.129, 0.133, 0.038, 0.046, 0.124, 0.124, 0.055, 0.031, 0.041, 0.020, 0.123, 0.112, 0.133, 0.059, 0.120, 0.086, 0.123, 0.120, 0.131, 0.083, 0.072, 0.081, 0.131, 0.030, 0.085, 0.135, 0.132, 0.123, 0.122, 0.129, 0.124], "total_charge": 2, "orbital_gap_ev": [6.2, 6.1], "max_force_ev_per_a": 0.8, "s2": 3.79, "e_above_lowest_kj_mol": 128.2, "multiplicity": 4}